This record from the OMol25 dataset describes C61H48AsN2O4PdS2 as an isolated structure in a non-equilibrium geometry. The level of theory is the ωB97M-V functional and the def2-TZVPD basis.

XYZ file:
```
119
Properties=species:S:1:pos:R:3:forces:R:3
Pd -0.093023 0.216475 0.364639 -0.42 1.48 2.20
C 4.054418 -3.436997 1.956746 0.02 -0.06 -0.03
C 2.600028 -3.111676 1.849980 -0.02 -0.05 0.06
C 1.782305 -3.113234 2.974628 -0.03 0.05 -0.15
C 0.423835 -2.874004 2.861103 -0.11 0.05 -0.11
C -0.123931 -2.635186 1.612673 -0.42 -0.15 0.21
C 0.676267 -2.614540 0.472160 0.05 -0.33 -0.02
C 2.035882 -2.850509 0.605198 -0.30 0.11 0.01
S -1.929506 -2.454955 1.457430 1.16 -1.02 -0.35
O -2.120513 -1.116828 0.832186 -0.43 0.45 0.28
C -2.006182 -3.645747 0.099578 -0.31 0.18 0.05
C -1.481509 -4.902652 0.452967 -0.05 -0.42 -0.06
C -1.456598 -5.919358 -0.447440 -0.02 0.25 0.27
C -1.913108 -5.702387 -1.765134 -0.16 0.23 -0.13
C -1.897171 -6.745327 -2.710719 -0.04 -0.02 -0.22
C -2.340579 -6.536989 -3.986166 0.13 -0.15 0.18
C -2.795814 -5.267659 -4.366143 -0.08 0.27 0.02
C -2.847375 -4.240160 -3.463372 0.00 -0.07 -0.18
C -2.427388 -4.430505 -2.130327 0.23 -0.31 0.08
C -2.521101 -3.391264 -1.146897 0.30 -0.03 0.53
C -3.366394 -2.225863 -1.515690 -0.07 0.19 -0.02
C -4.762421 -2.533457 -1.631026 -0.04 0.44 -0.16
C -5.313756 -3.747687 -1.163278 -0.20 -0.27 0.03
C -6.644307 -4.025408 -1.320927 0.31 -0.11 0.11
C -7.497918 -3.115351 -1.961149 -0.04 0.33 -0.16
C -7.005947 -1.917800 -2.395055 -0.19 -0.12 0.04
C -5.644416 -1.592503 -2.223432 0.23 -0.08 0.10
C -5.136361 -0.343193 -2.628467 0.16 -0.03 0.03
C -3.828062 -0.025203 -2.415864 -0.15 0.27 -0.22
C -2.937621 -0.967358 -1.877126 0.18 0.14 0.59
S -1.222366 -0.425800 -1.545413 -0.44 0.97 -2.24
O -0.323739 -1.348886 -2.251906 0.45 -0.70 -0.16
C -1.122189 1.147387 -2.402849 -0.25 0.14 0.29
C -0.438630 1.316341 -3.593267 -0.08 -0.46 0.11
C -0.296636 2.591531 -4.116129 -0.08 0.04 0.12
C -0.848974 3.693164 -3.472098 -0.03 -0.13 0.03
C -0.728170 5.073796 -4.030801 0.00 0.02 -0.03
C -1.534859 3.499772 -2.274168 -0.05 -0.14 -0.14
C -1.655804 2.239133 -1.727909 -0.13 -0.02 -0.12
H 4.448638 -3.146084 2.926373 0.07 -0.03 0.02
H 4.616779 -2.924418 1.180649 0.08 -0.02 -0.01
H 4.207222 -4.508940 1.830647 0.04 -0.08 0.01
H 2.207947 -3.311297 3.946416 0.08 -0.01 0.12
H -0.208099 -2.883491 3.734456 -0.11 -0.02 0.17
H 0.244548 -2.522035 -0.520766 0.08 0.02 0.09
H 2.663901 -2.862615 -0.275915 0.03 0.01 -0.08
H -1.119171 -5.043617 1.459679 0.09 -0.13 0.10
H -1.087787 -6.892595 -0.165367 0.07 -0.14 0.02
H -1.530618 -7.712362 -2.402522 0.06 -0.13 0.01
H -2.334432 -7.341204 -4.704967 0.02 -0.09 -0.07
H -3.110663 -5.103142 -5.384562 -0.06 0.05 -0.11
H -3.201804 -3.269840 -3.777097 -0.04 0.06 -0.03
H -4.681328 -4.466167 -0.665164 0.05 -0.08 0.02
H -7.048032 -4.956987 -0.954059 0.02 -0.09 0.05
H -8.539877 -3.361438 -2.099658 -0.08 0.00 0.00
H -7.648715 -1.191103 -2.870457 -0.09 0.04 -0.04
H -5.800247 0.366432 -3.098233 -0.06 0.11 -0.03
H -3.463000 0.946104 -2.707148 -0.07 0.03 -0.03
H -0.025148 0.452253 -4.092159 0.08 -0.07 -0.05
H 0.253341 2.727240 -5.035475 0.04 0.03 -0.11
H 0.003743 5.117655 -4.831465 0.06 0.04 -0.08
H -0.438531 5.767061 -3.244523 0.04 0.11 0.02
H -1.689636 5.403962 -4.423305 -0.03 0.06 -0.06
H -1.957779 4.351084 -1.762965 -0.02 0.10 0.09
H -2.181891 2.078781 -0.793038 0.04 0.11 0.02
O 0.857905 2.285051 0.538105 -0.26 -1.31 -0.09
C 0.355844 3.458095 0.340088 -0.59 0.97 0.13
C 1.054687 4.382475 -0.467189 0.06 -0.22 0.23
C 0.644413 5.686014 -0.586801 -0.04 0.03 0.00
C -0.518022 6.123490 0.043359 -0.02 0.11 0.03
C -1.253360 5.236409 0.799673 0.06 -0.09 -0.02
C -0.843841 3.913052 0.967011 0.51 -0.14 -0.39
C -1.636548 2.975147 1.730270 0.05 -0.13 0.10
N -1.593698 1.649067 1.657793 0.59 -0.22 -0.65
C -2.491203 1.167181 2.558883 -0.41 0.08 0.49
C -3.107988 2.208637 3.184317 -0.02 -0.49 0.05
N -2.562755 3.342888 2.654305 0.19 0.06 -0.26
H 1.959387 4.031668 -0.939230 0.06 -0.02 -0.12
H 1.232502 6.374920 -1.173576 0.05 0.11 -0.09
H -0.841357 7.146808 -0.059110 -0.06 0.11 -0.02
H -2.172121 5.576230 1.256528 -0.12 0.05 0.03
H -2.647264 0.114829 2.690089 -0.07 0.00 0.00
H -3.872859 2.220650 3.931580 -0.14 0.07 0.16
H -2.807428 4.289509 2.893767 0.09 -0.08 0.01
O 1.385753 -0.084826 2.038148 -1.57 -0.36 -0.55
As 2.663343 0.906965 1.806749 2.48 0.98 0.33
C 2.637933 2.410925 3.035711 -0.09 -0.23 -0.31
C 1.433674 2.748952 3.634462 -0.14 -0.19 -0.20
C 1.398230 3.744549 4.595749 -0.05 0.00 -0.03
C 2.567662 4.388781 4.964975 0.02 0.01 0.02
C 3.775400 4.030964 4.386607 0.12 0.04 -0.03
C 3.814608 3.040489 3.419552 0.15 -0.21 -0.21
C 4.261966 -0.025293 2.448395 -0.27 0.18 -0.24
C 4.313774 -0.422920 3.778810 -0.31 0.07 0.07
C 5.442449 -1.055007 4.272938 -0.09 0.02 0.11
C 6.532501 -1.273562 3.444121 0.08 0.06 -0.05
C 6.488787 -0.871560 2.119619 0.06 -0.07 0.03
C 5.350823 -0.257171 1.619342 -0.07 0.16 -0.22
C 3.142010 1.307855 -0.038783 -0.11 -0.08 0.39
C 2.593635 0.535799 -1.050847 -0.10 -0.32 0.26
C 2.896070 0.818735 -2.372110 -0.09 -0.18 0.02
C 3.739242 1.874448 -2.677362 0.03 0.07 -0.03
C 4.271540 2.655454 -1.663827 0.04 -0.01 0.06
C 3.978258 2.371163 -0.338809 0.00 -0.06 0.21
H 0.543625 2.202452 3.346908 -0.09 0.07 0.01
H 0.461252 4.014949 5.061127 -0.06 -0.01 0.04
H 2.537710 5.159655 5.719250 0.03 0.09 0.08
H 4.695431 4.504183 4.699002 0.01 0.08 0.01
H 4.761345 2.730430 2.983312 -0.06 0.09 0.10
H 3.452515 -0.227656 4.413171 0.14 -0.09 0.08
H 5.475854 -1.381841 5.302244 -0.01 0.03 0.09
H 7.420842 -1.748805 3.833121 0.05 -0.06 0.03
H 7.337490 -1.047762 1.475167 0.05 0.01 -0.06
H 5.312728 0.052590 0.579806 0.06 -0.05 0.06
H 1.922099 -0.300336 -0.796049 0.37 0.17 -0.27
H 2.476749 0.208020 -3.156129 -0.07 -0.07 -0.10
H 3.985632 2.091167 -3.705793 -0.02 0.02 -0.10
H 4.910009 3.492121 -1.902092 0.10 0.07 -0.03
H 4.373042 2.991622 0.457742 0.05 0.02 -0.05
```
Positions in Å, forces in eV/Å.

Results
**Charge**: +1
**Spin multiplicity**: 3
**<S²>**: 2.01
**HOMO-LUMO gap (spin up / spin down)**: 7.59 / 5.51 eV

This record from the OMol25 dataset describes a 5-piece molecular cluster, C19H38BrClN4O10S overall in a non-equilibrium geometry. The level of theory is the ωB97M-V functional and the def2-TZVPD basis.

XYZ file:
```
74
Properties=species:S:1:pos:R:3:forces:R:3
C -2.196742 4.193405 -0.578409 0.00 0.13 0.05
C -2.968158 3.277361 -1.543478 0.08 0.08 -0.15
C -2.273188 1.996998 -2.051203 -0.37 0.25 0.29
C -1.889913 0.934736 -1.016656 0.18 -0.69 -0.60
Br -2.100603 -0.838452 -2.005212 0.04 0.24 0.05
O -2.735898 0.891031 0.095021 -0.03 0.06 0.12
S -2.110080 -0.020316 1.286567 -0.20 0.11 -0.39
O -1.997480 0.807180 2.433715 0.08 -0.21 -0.10
O -2.767158 -1.271188 1.339260 -0.04 0.16 0.13
O -0.698669 -0.242837 0.571722 0.30 0.25 -0.04
C -0.467653 0.832751 -0.386597 -0.12 0.10 0.66
O -0.198838 1.980328 0.368110 -0.04 0.06 -0.21
C 0.709934 0.479892 -1.290512 0.14 -0.28 -0.16
C 1.726682 1.598217 -1.381519 -1.71 -0.45 -0.81
O 2.740479 1.642798 -0.822416 1.96 0.10 1.17
Cl 1.311565 2.878406 -2.543870 -0.22 0.27 -0.27
H -1.181597 3.846538 -0.399032 -0.03 0.02 -0.07
H -2.687666 4.263575 0.394858 0.04 -0.06 -0.06
H -2.124264 5.209376 -0.983641 -0.05 -0.18 0.07
H -3.941878 2.995550 -1.129601 0.18 0.04 0.04
H -3.188412 3.850184 -2.453882 -0.05 -0.20 0.11
H -2.985339 1.506254 -2.720656 0.15 0.14 0.07
H -1.394518 2.233583 -2.659156 0.03 -0.09 0.22
H 0.237622 1.704887 1.189265 -0.03 0.07 -0.14
H 1.262237 -0.366805 -0.867447 -0.25 0.02 -0.13
H 0.387728 0.225469 -2.301103 0.00 -0.11 0.19
C -1.664894 3.553903 4.108996 -0.01 0.07 -0.04
C -2.976222 4.288657 3.945570 0.00 -0.02 -0.01
O -3.545277 4.382728 2.871777 0.05 0.00 -0.06
N -3.514251 4.853650 5.061020 0.00 0.03 0.07
C -2.992297 4.845466 6.411274 -0.10 0.04 -0.06
H -1.369869 3.156562 3.144138 -0.07 0.02 -0.03
H -0.889867 4.227373 4.478513 0.00 -0.03 0.04
H -1.773585 2.724821 4.808486 0.04 -0.01 0.01
H -4.387392 5.327542 4.890397 0.01 -0.01 -0.01
H -3.691316 4.363650 7.097247 0.02 -0.03 0.01
H -2.810840 5.861668 6.766196 0.04 0.00 0.00
H -2.054515 4.300986 6.444491 0.01 0.00 0.02
C -1.409268 -3.950504 0.992659 0.04 -0.05 -0.05
C -0.761881 -5.274623 0.681221 0.08 0.04 0.03
O -0.391928 -5.586775 -0.440362 -0.12 0.01 -0.06
N -0.555634 -6.124129 1.725840 -0.04 -0.03 0.06
C -0.886905 -5.919226 3.120549 0.05 -0.09 -0.06
H -1.496257 -3.371964 0.078503 0.03 -0.05 -0.03
H -2.403557 -4.083860 1.419206 0.00 0.03 0.03
H -0.790505 -3.397597 1.701140 -0.02 0.03 -0.01
H -0.113974 -6.990921 1.462404 -0.01 0.01 -0.01
H 0.009113 -5.956273 3.742466 0.00 0.04 0.01
H -1.583066 -6.683163 3.472736 -0.03 0.02 0.01
H -1.350052 -4.947404 3.252028 0.00 0.01 0.02
C 1.641620 -0.519715 -5.425238 0.00 -0.05 0.04
C 2.634355 -0.266181 -4.314859 -0.03 0.06 -0.02
O 2.657180 -0.954630 -3.303826 -0.02 0.02 0.09
N 3.496809 0.768767 -4.463621 0.07 -0.02 -0.03
C 3.603942 1.696995 -5.570610 0.03 0.00 0.10
H 1.030450 -1.370887 -5.140598 0.01 0.00 0.02
H 0.998020 0.347687 -5.579272 0.01 0.01 -0.03
H 2.150719 -0.743602 -6.363186 -0.02 0.03 -0.02
H 4.125239 0.886966 -3.683039 -0.02 0.02 0.00
H 4.595441 1.648013 -6.023014 -0.01 -0.01 -0.03
H 3.428887 2.719874 -5.233374 -0.04 0.00 -0.01
H 2.868759 1.457269 -6.331764 0.00 0.01 -0.01
C 2.614332 -4.567461 0.143001 0.02 0.01 0.08
C 2.705856 -3.190442 0.754998 -0.02 -0.05 -0.04
O 1.948043 -2.821306 1.641891 -0.03 0.03 -0.02
N 3.666870 -2.360078 0.273924 0.02 0.04 0.00
C 4.644801 -2.633351 -0.760857 0.01 0.10 0.10
H 1.809868 -5.104952 0.629250 0.02 0.00 0.01
H 2.387043 -4.504016 -0.921084 0.01 -0.03 -0.01
H 3.545748 -5.120905 0.273025 0.03 0.03 -0.04
H 3.678259 -1.452001 0.711901 0.00 0.00 -0.01
H 5.659542 -2.543443 -0.366600 0.00 -0.04 0.01
H 4.530873 -1.939360 -1.591953 -0.07 0.00 -0.09
H 4.513386 -3.642727 -1.135717 0.00 0.01 -0.03
```
Positions in Å, forces in eV/Å.

Results
**SMILES**: CCC[C@]1(Br)OS(=O)(=O)O[C@@]1(O)CC(=O)Cl.CNC(C)=O.CNC(C)=O.CNC(C)=O.CNC(C)=O
**HOMO-LUMO gap**: 9.56 eV